Entry 1:
Computed, not measured: a 15-piece molecular cluster, C6H42O18 overall in a non-equilibrium geometry, with wB97M-V/def2-TZVPD.

Positions of all 66 atoms, in Å:
O1 -2.784 0.973 -1.410
O2 2.924 2.982 0.606
O3 0.536 0.575 3.592
O4 -0.221 -3.400 1.594
O5 1.469 -2.259 -3.395
O6 2.478 0.124 -2.781
O7 -3.183 -0.573 0.921
O8 1.608 0.532 -0.215
O9 2.156 -2.166 2.973
O10 -3.665 1.602 3.849
O11 3.275 -3.187 -1.537
O12 1.192 -4.694 -0.552
O13 -1.166 -1.962 -0.497
O14 -1.685 3.209 -0.193
O15 -1.707 1.862 -4.766
O16 3.496 -1.264 0.666
O17 -0.228 2.774 2.123
O18 3.059 1.104 2.503
C1 0.315 -0.097 0.072
C2 -2.756 0.089 2.090
C3 -2.204 0.944 -2.707
C4 -0.015 -1.230 -0.827
C5 -3.956 0.849 2.635
C6 -2.562 2.069 -3.625
H1 -2.147 -0.101 -3.128
H2 -3.607 2.246 -3.998
H3 3.084 1.367 3.440
H4 -0.086 1.970 2.590
H5 2.903 3.945 0.553
H6 4.426 -1.043 0.795
H7 2.074 0.660 -3.457
H8 -0.111 -0.830 -1.850
H9 -0.682 -2.829 0.963
H10 -2.125 2.439 -5.437
H11 -2.444 1.761 -1.007
H12 2.242 0.031 0.342
H13 2.992 1.876 1.909
H14 2.506 -1.664 2.282
H15 2.093 0.309 -1.893
H16 -1.903 -1.348 -0.431
H17 3.916 -3.676 -1.999
H18 -0.936 3.139 2.676
H19 0.306 -0.313 1.129
H20 3.463 -1.940 0.002
H21 -0.494 0.638 0.019
H22 0.022 -4.104 0.976
H23 2.146 2.656 0.119
H24 1.428 -2.622 2.535
H25 1.916 -4.077 -0.762
H26 0.925 -1.880 -0.841
H27 -4.171 1.559 1.864
H28 -1.926 0.748 1.763
H29 0.231 -0.334 3.693
H30 -1.108 1.153 -2.605
H31 -4.710 0.216 2.857
H32 2.634 -2.974 -2.265
H33 -1.828 4.157 -0.250
H34 -1.129 3.190 0.566
H35 -3.273 2.458 3.574
H36 -2.433 -0.758 2.725
H37 1.754 -1.321 -3.304
H38 -2.303 2.970 -3.097
H39 -3.333 0.009 0.158
H40 0.646 -4.600 -1.331
H41 1.449 0.552 3.346
H42 1.236 -2.480 -4.309

Cartesian forces (eV/Å) of the 6 atoms listed first:
-0.5673 -0.9759 -1.1427
-0.2772 0.2529 -0.4537
-1.6327 0.2855 0.4447
0.0325 -0.1303 0.0185
-0.2095 -0.6248 -0.2555
0.2712 -0.6192 0.0832

Properties
Energy, hartree: -1608.09246
E_LUMO, eV: -0.12
HOMO-LUMO gap, eV: 9.829
Charge: 0

How is the electron density shared among the atoms? According to Löwdin, the charges in e are: -0.076 -0.045 -0.044 -0.068 -0.074 -0.042 -0.094 -0.099 -0.040 -0.074 -0.046 -0.052 -0.046 -0.025 -0.081 -0.025 -0.042 -0.064 -0.187 -0.221 -0.243 -0.250 -0.191 -0.244 0.149 0.138 0.068 -0.027 0.067 0.089 0.054 0.101 -0.006 0.095 0.017 0.053 -0.001 -0.061 0.026 0.064 0.046 0.061 0.109 0.015 0.099 0.014 0.046 -0.001 -0.004 0.127 0.114 0.098 0.060 0.120 0.089 0.030 0.066 -0.022 0.080 0.142 0.002 0.103 0.058 0.042 -0.020 0.070

---

Entry 2:
Computed, not measured: C6H4BBr2F12O9P2V as an isolated structure in a non-equilibrium geometry, with wB97M-V/def2-TZVPD.

Positions of all 37 atoms, in Å:
Br1 16.432 5.727 -8.673
Br2 18.251 8.721 -5.565
V1 20.061 9.443 -2.028
P1 22.711 8.135 -1.988
P2 17.825 8.826 -0.371
F1 16.486 9.664 -0.231
F2 19.286 8.015 -0.532
F3 18.052 8.806 1.203
F4 23.417 7.548 -3.303
F5 21.308 7.529 -2.637
F6 22.340 9.509 -2.748
F7 24.102 8.791 -1.539
F8 21.841 8.760 -0.730
F9 17.903 8.825 -2.001
F10 18.705 10.164 -0.578
F11 17.010 7.458 -0.364
F12 22.986 6.811 -1.148
O1 22.149 17.711 0.174
O2 22.160 15.575 -0.434
O3 21.511 14.596 1.576
O4 20.948 11.330 -1.267
O5 21.023 13.422 -0.551
O6 23.786 11.378 -0.185
O7 19.632 10.149 -3.361
O8 21.400 16.489 2.782
O9 23.238 13.503 0.251
C1 17.031 7.920 -6.886
C2 17.587 6.600 -7.349
C3 21.552 12.245 -0.748
C4 21.555 15.898 1.752
C5 21.954 16.547 0.405
C6 23.020 12.282 -0.172
B1 21.976 14.240 0.225
H1 16.115 7.906 -6.308
H2 18.559 6.772 -7.802
H3 17.679 5.863 -6.557
H4 16.987 8.576 -7.751

Cartesian forces (eV/Å) of the 6 atoms listed first:
0.1140 0.3138 0.0967
-0.0162 -0.1464 -0.4671
0.2261 2.2619 -1.2909
3.6348 -0.8514 -0.5524
-2.0246 -2.0680 2.0523
0.6262 0.0794 -0.7111

Properties
Energy, hartree: -8907.00111
E_LUMO (alpha / beta), eV: -0.37 / 0.21
HOMO-LUMO gap (alpha / beta), eV: 7.142 / 7.726
Relative energy (zero: lowest compared OMol25 entry of this formula, charge and spin), kJ/mol: 0.0
Charge: -1
2S+1: 2

How is the electron density shared among the atoms? According to Löwdin, the charges in e are: 0.585 0.707 1.182 0.178 0.189 -0.080 -0.192 -0.087 -0.124 -0.174 -0.156 -0.108 -0.169 -0.182 -0.147 -0.094 -0.100 0.136 0.225 0.236 0.049 0.280 0.185 -0.269 0.149 0.262 -0.666 -0.707 -0.287 -0.397 -0.412 -0.378 -0.839 0.047 0.053 0.049 0.055

---

Entry 3:
Computed, not measured: one molecule with the formula C6H4Br4O2 in a non-equilibrium geometry, with wB97M-V/def2-TZVPD.

Positions of all 16 atoms, in Å:
Br1 -2.023 1.645 1.968
Br2 -2.187 -0.644 -2.252
Br3 -0.133 2.376 -1.199
Br4 2.757 2.817 0.669
O1 0.394 -0.609 -2.519
O2 1.109 -1.508 -0.002
C1 1.440 1.493 1.192
C2 -1.051 -0.600 0.542
C3 -0.275 -1.518 -0.344
C4 -0.362 -0.915 -1.668
C5 -0.783 0.592 0.879
C6 0.282 1.452 0.476
H1 -1.866 -1.036 1.146
H2 1.678 -1.953 -0.714
H3 1.570 1.064 2.138
H4 -0.550 -2.655 -0.313

Cartesian forces (eV/Å) of the 6 atoms listed first:
0.2006 -0.6706 -0.1847
-1.2294 -0.1337 0.1949
0.5738 -0.2205 1.2829
-0.4516 -0.9794 0.4885
1.6134 -0.4011 1.0180
1.3363 -0.6527 -0.5182

Properties
Energy, hartree: -10677.48044
E_LUMO, eV: -0.16
SMILES: O=C(Br)[C@@H](O)/C=C(Br)\C(Br)=C\Br
HOMO-LUMO gap, eV: 9.282
Relative energy (zero: lowest compared OMol25 entry of this formula, charge and spin), kJ/mol: 144.8
Charge: 0

How is the electron density shared among the atoms? According to Löwdin, the charges in e are: 0.740 0.762 0.750 0.640 0.041 -0.036 -0.512 -0.180 -0.369 -0.821 -0.746 -0.803 0.128 0.150 0.055 0.200

---

Entry 4:
Computed, not measured: C6H4BrCl2N as an isolated structure in a non-equilibrium geometry, with wB97M-V/def2-TZVPD.

Positions of all 14 atoms, in Å:
Br1 -4.898 -0.966 -0.593
Cl1 -4.518 0.701 1.834
Cl2 -2.443 3.031 -0.605
N1 -4.313 0.608 0.153
C1 -2.088 0.394 -0.068
C2 0.584 0.470 -0.125
C3 -0.060 -0.732 0.118
C4 -1.522 1.608 -0.324
C5 -1.455 -0.782 0.153
C6 -0.128 1.636 -0.352
H1 0.507 -1.635 0.288
H2 -1.986 -1.703 0.341
H3 1.663 0.507 -0.140
H4 0.373 2.572 -0.543

Cartesian forces (eV/Å) of the 6 atoms listed first:
-0.4095 -0.8771 -0.0365
-0.1480 -0.2818 0.4514
-0.0120 0.0967 0.0186
3.4503 0.5939 -0.7711
-3.0404 0.7362 0.3196
0.1614 -0.0016 -0.0092

Properties
Energy, hartree: -3780.02131
E_LUMO (alpha / beta), eV: -0.81 / -0.96
HOMO-LUMO gap (alpha / beta), eV: 8.321 / 7.928
Relative energy (zero: lowest compared OMol25 entry of this formula, charge and spin), kJ/mol: 188.0
Charge: 0

How is the electron density shared among the atoms? According to Löwdin, the charges in e are: 0.558 0.455 0.703 -1.003 -0.105 -0.083 -0.075 -0.683 -0.092 -0.097 0.108 0.099 0.108 0.108

---

Entry 5:
Computed, not measured: one molecule with the formula C6H4ClN in a non-equilibrium geometry, with wB97M-V/def2-TZVPD.

Positions of all 12 atoms, in Å:
Cl1 1.174 -2.388 0.117
N1 -2.242 -1.241 -1.329
C1 1.574 -1.334 -1.078
C2 -0.363 0.695 0.807
C3 -1.559 0.103 0.725
C4 0.818 0.806 0.033
C5 1.682 -0.006 -0.762
C6 -2.013 -0.714 -0.343
H1 2.452 0.555 -1.306
H2 -2.289 0.331 1.476
H3 -0.037 1.315 1.719
H4 0.803 1.879 -0.060

Cartesian forces (eV/Å) of the 6 atoms listed first:
-0.3427 -0.8426 0.8107
-0.5115 -0.8318 -0.7917
0.0041 -0.4718 -0.7230
0.2380 -0.5465 2.4235
0.0516 0.3983 0.5399
1.2593 -1.1980 -2.6931

Properties
Energy, hartree: -745.77819
E_LUMO (alpha / beta), eV: -1.51 / -1.30
HOMO-LUMO gap (alpha / beta), eV: 7.306 / 7.045
Relative energy (zero: lowest compared OMol25 entry of this formula, charge and spin), kJ/mol: 431.6
Charge: 0

How is the electron density shared among the atoms? According to Löwdin, the charges in e are: 0.701 0.169 -0.513 -0.139 -0.104 -0.085 -0.244 -0.242 0.099 0.099 0.152 0.107

---

Entry 6:
Computed, not measured: one molecule with the formula C6H4ClN in a non-equilibrium geometry, with wB97M-V/def2-TZVPD.

Positions of all 12 atoms, in Å:
Cl1 2.531 -1.485 0.001
N1 2.081 1.609 -0.007
C1 -0.360 -1.140 -0.026
C2 -1.151 0.016 -0.021
C3 0.940 -0.689 -0.023
C4 0.999 0.747 -0.006
C5 2.807 2.556 -0.007
C6 -0.345 1.148 -0.009
H1 -2.226 0.007 -0.025
H2 -0.667 2.172 0.004
H3 3.116 -0.311 0.056
H4 -0.688 -2.163 -0.027

Cartesian forces (eV/Å) of the 6 atoms listed first:
0.0950 -0.2177 0.0056
1.1677 1.0139 0.0220
0.0332 -0.7071 0.0070
-0.1119 -0.0749 0.0025
0.7730 2.2143 0.0284
-1.0430 -0.4416 -0.0673

Properties
Energy, hartree: -745.78387
E_LUMO, eV: -0.19
HOMO-LUMO gap, eV: 7.581
Relative energy (zero: lowest compared OMol25 entry of this formula, charge and spin), kJ/mol: 416.7
Charge: 0

How is the electron density shared among the atoms? According to Löwdin, the charges in e are: 1.027 -0.074 -0.142 -0.140 -0.538 -0.367 0.045 -0.078 0.091 0.101 -0.019 0.093

---

Entry 7:
Computed, not measured: one molecule with the formula C6H4F2O2 in a non-equilibrium geometry, with wB97M-V/def2-TZVPD.

Positions of all 14 atoms, in Å:
F1 2.266 -1.395 0.083
F2 -2.472 -1.279 -0.036
O1 2.375 1.184 -0.122
O2 -2.302 1.239 0.071
C1 1.195 -0.738 -0.096
C2 0.042 1.343 -0.034
C3 0.027 -1.480 -0.096
C4 1.204 0.632 0.019
C5 -1.184 -0.755 -0.113
C6 -1.123 0.574 -0.041
H1 0.024 -2.609 0.199
H2 -0.141 2.475 0.125
H3 -2.922 0.429 -0.089
H4 3.012 0.380 0.130

Cartesian forces (eV/Å) of the 6 atoms listed first:
4.3964 -1.8342 0.2352
1.2719 -0.3873 -0.1563
4.6733 -1.1874 1.5524
-1.7351 -2.2759 -0.7237
-5.3918 -0.6080 0.5834
-1.5934 1.2574 0.9958

Properties
Energy, hartree: -581.18583
E_LUMO, eV: 0.68
SMILES: Oc1cc(O)c(F)cc1F
HOMO-LUMO gap, eV: 9.243
Relative energy (zero: lowest compared OMol25 entry of this formula, charge and spin), kJ/mol: 161.3
Charge: 0

How is the electron density shared among the atoms? According to Löwdin, the charges in e are: 0.133 0.034 0.089 0.051 -0.318 0.090 0.097 -0.339 -0.199 -0.316 0.171 0.178 0.145 0.185

---

Entry 8:
Computed, not measured: one molecule with the formula C6H4F2OS in a non-equilibrium geometry, with wB97M-V/def2-TZVPD.

Positions of all 14 atoms, in Å:
S1 1.463 0.542 -2.241
F1 1.600 -1.705 1.088
F2 1.207 2.445 -0.530
O1 0.818 1.082 1.560
C1 1.031 1.202 -0.800
C2 -1.350 -0.649 -0.411
C3 0.426 0.401 0.477
C4 0.531 -1.132 0.496
C5 -0.447 -1.717 -0.193
C6 -0.923 0.509 -0.124
H1 -1.386 1.446 -0.275
H2 -0.812 -2.735 -0.337
H3 0.101 1.170 2.176
H4 -2.259 -0.859 -0.887

Cartesian forces (eV/Å) of the 6 atoms listed first:
-0.3864 0.7459 1.1685
-0.6755 0.3772 -0.4460
-0.2436 1.2693 0.4840
0.6913 0.7206 1.4901
1.5255 -3.7817 -0.9571
-2.4962 -2.6365 -2.2448

Properties
Energy, hartree: -904.07653
E_LUMO, eV: -0.39
SMILES: O[C@]1(C(F)=S)C=CC=C1F
HOMO-LUMO gap, eV: 8.426
Relative energy (zero: lowest compared OMol25 entry of this formula, charge and spin), kJ/mol: 97.5
Charge: 0

How is the electron density shared among the atoms? According to Löwdin, the charges in e are: 0.761 0.090 0.095 0.092 -0.738 -0.114 -0.436 -0.182 0.028 -0.094 0.131 0.134 0.123 0.111